1.
DFT (wB97M-V/def2-TZVPD) results for a 7-piece molecular cluster, C4H22NO8 overall in a non-equilibrium geometry.

XYZ file:
```
35
C4H22NO8, DFT wB97M-V/def2-TZVPD
C 0.75839 -0.20502 3.10296
C 1.18803 0.28486 1.69488
C 1.13684 1.79919 1.32552
C 0.18501 2.61800 0.64952
O -0.22818 1.98727 -0.47659
O -0.43718 3.57499 0.92377
N 0.38765 -0.45761 0.57889
H -0.29914 0.35052 3.33312
H 0.63135 -1.30856 3.12040
H 1.55183 -0.03861 3.76122
H 2.22263 -0.12995 1.44819
H 1.14535 2.44655 2.34719
H 2.13974 1.92339 0.76072
H -1.05534 2.21933 -0.97136
H 0.62103 -0.30360 -0.34787
H 0.45738 -1.49552 0.68517
H -0.51138 -0.16315 0.96609
H -3.01938 3.03401 -0.94497
H -3.52852 2.02958 -1.97953
O -3.03389 2.08656 -1.15430
H -2.29106 -0.51740 -1.78834
H -3.24754 -0.84151 -0.70227
O -2.50975 -1.21303 -1.17324
H 0.42054 1.29455 -4.67818
H 1.19974 2.47154 -4.12549
O 1.01184 1.66359 -3.93394
H 1.86619 -1.42940 -1.62067
H 1.86092 0.13527 -1.65582
O 2.08668 -0.60542 -1.11138
H -1.30806 -3.42313 1.29169
H -1.20211 -2.68818 0.01608
O -0.97154 -2.53738 0.99276
H 0.33580 -4.40022 -0.47431
H 1.38870 -4.35444 0.40595
O 1.04742 -3.80710 -0.26590
```

## Properties
Total energy (eV): -22367.0739
Energy above the lowest of the compared OMol25 structures with the same formula, charge and spin (eV): 2.199
Kohn-Sham gap (eV): 10.82
Charge: +1

=====

2.
DFT (wB97M-V/def2-TZVPD) results for a 6-piece molecular cluster, C4H23N2O5S overall in a non-equilibrium geometry.

XYZ file:
```
35
C4H23N2O5S, DFT wB97M-V/def2-TZVPD
N -0.48729 -0.32581 -0.02522
C -0.14609 1.07066 -0.53250
C 1.30530 1.37721 -0.49820
C 1.53574 1.78341 0.97039
S 3.17881 1.01700 1.40410
C -1.13215 2.30919 0.06311
N -2.55878 1.85410 0.03041
H 0.34094 -0.92002 -0.13025
H -1.10312 -0.86916 -0.61330
H -0.57999 -0.26388 1.05804
H -0.38310 0.96038 -1.60025
H 1.44311 2.28060 -1.16224
H 2.02737 0.71581 -0.85820
H 0.84149 1.48692 1.65559
H 1.70394 2.85086 1.06485
H 3.62300 1.79474 2.43364
H -0.87306 2.50386 1.18800
H -0.88532 3.21714 -0.48253
H -3.03871 2.30716 0.80172
H -2.96135 1.98000 -0.88481
H -0.10866 -0.33566 3.03695
H -1.46453 -0.04038 3.24997
O -0.91309 -0.58083 2.63641
H -3.31563 -3.51451 -0.49111
H -2.25570 -2.54508 -0.57909
O -2.37242 -3.54571 -0.53517
H 1.57192 -2.91092 1.27346
H 2.60341 -2.27349 2.30723
O 2.03254 -2.05787 1.61053
H 2.40596 -0.44209 -2.76623
H 1.54682 -0.96039 -3.93420
O 1.48693 -0.74723 -2.94553
H -0.32726 -2.21656 -2.56434
H -1.48614 -2.89686 -1.92475
O -1.25490 -2.06258 -2.25650
```

## Properties
Total energy (eV): -28569.1109
Kohn-Sham gap (alpha / beta) (eV): 2.41 / 8.83
Spin multiplicity: 2

=====

3.
DFT (wB97M-V/def2-TZVPD) results for a 7-piece molecular cluster, C4H23N2O7 overall in a non-equilibrium geometry.

XYZ file:
```
36
C4H23N2O7, DFT wB97M-V/def2-TZVPD
O 1.69572 0.63825 -1.10772
C 0.97931 1.32926 -0.41006
N 1.16234 2.64989 -0.18819
C -0.27877 0.64176 0.16090
N 0.39691 -0.66603 0.67307
C -0.60333 -1.59798 1.23983
C -0.96855 1.37919 1.32416
H 2.03266 3.06598 -0.48041
H 0.36399 3.25514 -0.10493
H -0.85557 0.46601 -0.75353
H 0.75129 -1.08909 -0.18156
H 1.10222 -0.41664 1.37544
H -1.44074 -1.77717 0.57063
H -0.31839 -2.62797 1.47312
H -1.07528 -1.15215 2.10869
H -2.02370 1.30485 1.08437
H -0.82353 0.93534 2.31440
H -0.71094 2.40470 1.55022
H 3.65318 -0.53594 -0.14064
H 4.10341 0.66754 0.56814
O 3.36416 0.04040 0.60811
H -3.11658 1.67396 -2.48819
H -2.96095 1.17573 -3.79660
O -2.49897 1.09445 -2.95269
H 2.58523 -0.31714 2.35466
H 3.12470 -1.71880 2.65677
O 2.31130 -1.21166 2.63870
H -3.91925 0.10464 -0.11413
H -3.09988 -0.90564 0.45600
O -3.52533 -0.08729 0.75021
H -3.42318 -0.73597 -2.01389
H -3.55886 -2.22241 -2.13213
O -3.04845 -1.55280 -1.65062
H 4.20666 -1.28094 -2.19115
H 2.76696 -1.30570 -1.72339
O 3.65018 -1.62578 -1.47761
```

## Properties
Total energy (eV): -21827.7607
Energy above the lowest of the compared OMol25 structures with the same formula, charge and spin (eV): 3.168
Kohn-Sham gap (eV): 10.99
Charge: +1

=====

4.
DFT (wB97M-V/def2-TZVPD) results for a 7-piece molecular cluster, C4H24N2O8 overall in a non-equilibrium geometry.

XYZ file:
```
38
C4H24N2O8, DFT wB97M-V/def2-TZVPD
O -2.66439 1.22973 0.59084
C -1.52087 0.92576 1.35621
N -0.38063 0.69057 0.49480
C 0.91876 0.77912 1.13561
C 2.07030 0.45602 0.23671
N 2.41309 -0.95754 0.05715
C 1.28043 -1.85641 -0.02087
O 0.44189 -1.63732 -1.14397
H -2.66783 2.18062 0.46389
H -1.28396 1.78498 2.00213
H -1.78656 0.04616 1.94041
H -0.37770 1.27480 -0.33215
H 1.03215 1.73173 1.66951
H 0.92669 0.06354 1.95039
H 1.92551 1.03243 -0.68546
H 2.95826 0.90988 0.68777
H 3.03127 -1.04198 -0.73990
H 0.78054 -1.74823 0.93852
H 1.62280 -2.83876 -0.24119
H -0.11647 -0.85928 -0.96608
O -2.00484 4.13371 0.16809
H -2.80782 3.83351 -0.27598
H -1.77378 4.92695 -0.32615
O 3.57140 -0.92200 2.82267
H 4.49420 -0.84166 2.56086
H 3.13944 -1.18484 1.98974
O -3.65129 -1.07945 -2.67171
H -3.09528 -1.21467 -3.44912
H -3.19822 -1.64637 -2.04007
O 1.76113 1.66766 -2.91429
H 2.39906 2.13056 -2.37050
H 1.17004 2.26504 -3.37418
O -1.24764 -2.27007 -3.20752
H -0.62956 -2.95933 -3.43233
H -1.03429 -1.62268 -2.53802
O -0.47480 -1.63605 3.79172
H -0.37348 -1.45455 2.85387
H 0.09039 -1.00482 4.24752
```

## Properties
Total energy (eV): -23896.3378
Energy above the lowest of the compared OMol25 structures with the same formula, charge and spin (eV): 3.121
Kohn-Sham gap (eV): 9.42

=====

5.
DFT (wB97M-V/def2-TZVPD) results for a 7-piece molecular cluster, C4H24NO8 overall in a non-equilibrium geometry.

XYZ file:
```
37
C4H24NO8, DFT wB97M-V/def2-TZVPD
C 2.45654 -0.28698 0.26247
O 2.43778 -0.93261 -0.99122
C 1.08739 -0.40397 0.92502
C 0.97186 0.44021 2.19065
C -0.42079 0.96814 2.52552
O -0.81857 1.77216 1.41424
N 0.06569 -0.13999 -0.10009
H 2.80752 0.74567 0.17983
H 3.29064 -0.73096 0.80738
H 2.50774 -1.89570 -0.91053
H 1.01620 -1.45417 1.21268
H 1.77274 1.18987 2.17441
H 1.33811 -0.08212 3.08366
H -0.44759 1.55390 3.43707
H -1.05918 0.07548 2.56146
H -1.74050 2.10793 1.52295
H -0.16808 -0.82023 -0.81862
H -0.83207 0.00563 0.36484
H 0.24948 0.70679 -0.63576
H -3.53727 1.22344 0.67200
H -3.93238 1.41208 2.26073
O -3.39888 1.68001 1.51257
H -1.36676 0.82638 -3.14940
H -1.73301 -0.54017 -3.16685
O -1.19070 0.04113 -2.60905
H 2.27499 -4.26851 -0.32364
H 3.20582 -3.72780 0.86435
O 2.58030 -3.50479 0.17014
H -2.97565 -1.78651 0.84009
H -1.56369 -2.31255 1.00571
O -2.05469 -1.53445 0.70958
H 2.18301 1.27496 -3.21548
H 3.28794 0.11193 -3.45717
O 2.89769 0.93606 -3.75382
H -2.46352 1.93178 -1.15569
H -4.01343 2.07832 -1.10018
O -3.29266 1.45381 -1.25496
```

## Properties
Total energy (eV): -22401.3493
Energy above the lowest of the compared OMol25 structures with the same formula, charge and spin (eV): 0.724
Kohn-Sham gap (eV): 10.58
Charge: +1

=====

6.
DFT (wB97M-V/def2-TZVPD) results for C4H24O10Sr as an isolated structure in a non-equilibrium geometry.

XYZ file:
```
39
C4H24O10Sr, DFT wB97M-V/def2-TZVPD
Sr -0.63527 0.35611 0.65577
O -3.38506 0.92626 0.42090
H -3.87710 1.08555 -0.38455
H -4.05653 0.79602 1.09053
O -1.13332 2.10568 -0.96228
H -0.56179 2.75890 -1.36587
H -1.90704 2.08307 -1.52538
O -2.00366 -0.26675 2.91918
H -2.88333 -0.56682 2.69033
H -2.12619 0.25124 3.71473
O -2.27309 -1.81659 0.32210
H -2.27445 -2.58401 -0.25000
H -3.19908 -1.60917 0.44760
O -0.51187 2.42936 2.19583
H -1.27552 2.63997 2.73314
H -0.07685 3.27060 2.05683
O 1.55399 1.74046 0.19619
H 2.08295 1.66356 0.99024
H 2.11807 2.20224 -0.42414
C 1.02406 -0.63496 -2.78250
C 1.14188 0.34140 -4.03347
O 2.46129 0.81371 -4.26843
O -0.17350 -0.50118 -1.98509
H 1.79041 -0.23710 -2.11728
H 1.32415 -1.66619 -2.96854
H 0.56865 1.26080 -3.91428
H 0.51986 -0.14264 -4.78639
H 2.48639 1.45003 -4.98680
H -0.82532 -1.00739 -2.47548
C 1.91945 -2.08825 1.26256
C 1.58587 -1.69324 2.74197
O 1.14435 -0.30978 2.73366
O 0.85759 -1.92518 0.33793
H 2.09708 -3.16365 1.27059
H 2.75124 -1.46610 0.93218
H 2.48481 -1.80513 3.34819
H 0.68718 -2.21708 3.06761
H 1.65768 0.19390 3.36959
H 0.92216 -2.66752 -0.26736
```

## Properties
Total energy (eV): -25837.2371
Energy above the lowest of the compared OMol25 structures with the same formula, charge and spin (eV): 1.163
Kohn-Sham gap (eV): 9.39
Charge: +2

=====

7.
DFT (wB97M-V/def2-TZVPD) results for a 9-piece molecular cluster, C4H25N2O9S overall in a non-equilibrium geometry.

XYZ file:
```
41
C4H25N2O9S, DFT wB97M-V/def2-TZVPD
C 1.57496 -2.47097 0.78842
N 1.12300 -1.24247 0.02680
C 0.87999 -0.08076 0.86069
C 1.17656 0.10904 2.24099
S 2.72614 1.04841 2.50687
C 0.08315 0.91627 0.15926
N -0.47432 2.12214 0.87090
O -0.43882 0.76415 -1.01833
H 0.67844 -3.03984 1.23417
H 2.14671 -3.13305 0.05112
H 2.21789 -2.09695 1.69436
H 0.43117 -1.53963 -0.61778
H -0.76973 -0.70137 -1.79890
H 1.15318 -0.87068 2.84334
H 0.40583 0.76780 2.85292
H 0.26047 2.76158 1.28455
H -1.05381 2.72505 0.27741
H 1.78459 2.26111 -1.16661
H 2.18829 2.28556 -2.52415
O 2.46400 2.56384 -1.61409
H -1.87555 -1.61133 2.36308
H -0.98034 -1.05725 3.55264
O -1.83171 -1.15221 3.20520
H -2.60723 0.74338 0.98505
H -2.56777 1.57640 2.07945
O -3.08341 1.43960 1.31476
H -2.38256 -2.23087 0.90920
H -2.41137 -1.84007 -0.38161
O -3.07668 -2.20870 0.22393
H 1.63382 0.30293 -3.54933
H 0.32868 0.88269 -2.96997
O 1.07701 1.03213 -3.62727
H 2.27768 -1.73756 -2.15104
H 2.72690 -0.54212 -1.51174
O 2.83937 -1.02725 -2.36886
H -1.66764 -0.79501 -3.00711
H 2.51250 1.97980 1.66391
O -1.19132 -1.33776 -2.40626
H -3.19342 1.67551 -0.47715
H -2.03157 1.26302 -1.43019
O -3.05309 1.49547 -1.36865
```

## Properties
Total energy (eV): -36796.4944
Energy above the lowest of the compared OMol25 structures with the same formula, charge and spin (eV): 4.491
Kohn-Sham gap (eV): 6.37
Charge: -1

=====

- Which of these has the highest total energy?
  C4H23N2O7